Below is C22H23AuClN2PS as an isolated structure in a non-equilibrium geometry, with properties calculated with ωB97M-V with the def2-TZVPD basis set.

Output
Total charge: +2
Frontier orbital gap (alpha / beta): 0.332 / 0.153 hartree
Maximum force: 0.0536 Eh/bohr
<S²>: 2.025
Multiplicity: 3
LUMO (alpha / beta): -5.472 / -10.580 eV

```
51
Properties=species:S:1:pos:R:3:nbo_charge:R:1
Au -0.2912 0.1080 -0.2101 0.72
Cl 0.0113 -0.2250 2.0957 -0.53
P 0.8692 0.3893 -2.1101 1.06
C 0.3542 1.9283 -2.8957 -0.41
C 0.0110 1.9849 -4.2585 -0.18
C -0.2473 3.2248 -4.8469 -0.18
C -0.2564 4.3838 -4.0645 -0.12
C -0.0228 4.3181 -2.6846 -0.23
C 0.2616 3.0862 -2.0934 -0.11
C 2.6461 0.5140 -1.7462 -0.29
C 3.2297 -0.5055 -0.9691 -0.21
C 4.5764 -0.4243 -0.6088 -0.18
C 5.3364 0.6828 -1.0127 -0.13
C 4.7573 1.7015 -1.7761 -0.19
C 3.4126 1.6223 -2.1492 -0.21
C 0.7026 -0.9869 -3.2711 -0.33
C -0.0928 -2.1099 -2.9763 -0.22
C -0.0884 -3.2116 -3.8368 -0.19
C 0.6710 -3.1694 -5.0126 -0.15
C 1.4472 -2.0471 -5.3212 -0.19
C 1.4774 -0.9606 -4.4459 -0.21
H 2.6156 -1.3414 -0.6246 0.22
H 5.0266 -1.2138 -0.0048 0.25
H 6.3819 0.7569 -0.7123 0.25
H 5.3466 2.5729 -2.0696 0.25
H 2.9562 2.4194 -2.7400 0.23
H -0.0259 1.0692 -4.8512 0.24
H -0.4452 3.2756 -5.9201 0.25
H -0.4719 5.3455 -4.5264 0.25
H -0.0564 5.2178 -2.0679 0.25
H 0.4193 3.0088 -1.0146 0.22
H -0.7159 -2.1023 -2.0776 0.20
H -0.6754 -4.0984 -3.5892 0.24
H 0.6605 -4.0206 -5.6915 0.25
H 2.0349 -2.0089 -6.2405 0.25
H 2.0954 -0.0862 -4.6713 0.23
H -3.8072 1.6429 -7.6602 0.00
H -3.7998 0.8990 -7.7572 0.00
C -4.1353 0.4921 1.7962 -0.42
N -3.6158 -0.8744 1.6803 -0.28
C -3.5607 -1.8426 2.6790 0.00
C -2.7739 -2.8541 2.2185 0.01
N -2.3349 -2.4748 0.9601 -0.47
C -2.8548 -1.2640 0.6338 0.19
S -2.5608 -0.2272 -0.6922 0.11
H -3.2929 1.1971 1.8064 0.24
H -4.7810 0.7137 0.9383 0.25
H -4.7035 0.5700 2.7292 0.25
H -4.0606 -1.7177 3.6230 0.27
H -2.4898 -3.7830 2.6853 0.28
H -1.6330 -2.9641 0.4023 0.46
```


Below is a 2-piece molecular cluster, C18H34N4O overall in a non-equilibrium geometry, with properties calculated with ωB97M-V with the def2-TZVPD basis set.

Output
Total charge: 0
Frontier orbital gap: 0.235 hartree
Maximum force: 0.0420 Eh/bohr
LUMO: 0.699 eV

```
57
Properties=species:S:1:pos:R:3:nbo_charge:R:1
C -2.8722 0.4257 0.6201 -0.42
N -1.7383 -0.4786 0.6159 -0.43
C -2.0048 -1.9099 0.5830 -0.41
C -0.4451 0.0432 0.6503 0.64
C 0.7052 -0.8773 0.6479 -0.28
C 1.1462 -1.4424 1.7575 -0.35
O -0.2755 1.2512 0.6958 -0.61
H -2.5164 1.4548 0.6291 0.25
H -3.4807 0.2719 -0.2701 0.19
H -3.4855 0.2580 1.5044 0.19
H -1.0766 -2.4725 0.5445 0.23
H -2.5551 -2.2022 1.4752 0.19
H -2.5969 -2.1538 -0.2968 0.19
H 1.1853 -1.0792 -0.2940 0.22
H 1.9671 -2.1305 1.7541 0.20
H 0.6841 -1.2315 2.7002 0.20
C 3.3099 -3.9806 4.2123 -0.62
C 4.4336 -3.3127 4.9908 -0.04
C 5.4763 -4.3293 5.4362 -0.61
N 3.8776 -2.5935 6.1673 -0.19
N 3.7248 -3.1964 7.3334 -0.09
N 3.1764 -2.2936 8.0987 -0.09
C 2.8809 -2.6375 9.5145 -0.04
C 4.1746 -2.9816 10.2355 -0.62
C 1.8805 -3.7820 9.5728 -0.62
C 2.9266 -1.0472 7.4650 0.04
C 2.2998 0.1943 8.1193 -0.06
C 2.1599 1.3901 7.1595 -0.60
C 3.1907 0.6723 9.2810 -0.60
C 0.8778 -0.1376 8.6084 -0.60
C 3.3894 -1.2610 6.1635 0.14
C 3.4068 -0.4343 5.0532 -0.76
H 3.6880 -4.5115 3.3360 0.21
H 2.7913 -4.7068 4.8412 0.21
H 2.5724 -3.2515 3.8747 0.22
H 4.9251 -2.5539 4.3621 0.22
H 5.9265 -4.8458 4.5865 0.22
H 6.2773 -3.8570 6.0066 0.22
H 5.0203 -5.0875 6.0745 0.22
H 2.4352 -1.7571 9.9925 0.22
H 3.9994 -3.1917 11.2924 0.22
H 4.6343 -3.8664 9.7926 0.22
H 4.8973 -2.1668 10.1638 0.22
H 1.6111 -4.0238 10.6030 0.22
H 0.9652 -3.5396 9.0296 0.22
H 2.3013 -4.6816 9.1209 0.22
H 1.5044 1.1546 6.3227 0.22
H 1.7164 2.2392 7.6805 0.21
H 3.1291 1.7169 6.7864 0.22
H 3.3101 -0.0796 10.0541 0.19
H 4.1862 0.9258 8.9167 0.22
H 2.7685 1.5577 9.7555 0.21
H 0.8628 -0.9353 9.3435 0.19
H 0.4129 0.7334 9.0694 0.21
H 0.2525 -0.4526 7.7730 0.22
H 3.0173 0.5584 5.0602 0.21
H 3.8000 -0.7801 4.1209 0.19
```


Below is one molecule with the formula C5H8N2 in a non-equilibrium geometry, with properties calculated with ωB97M-V with the def2-TZVPD basis set.

Output
Total charge: 0
Frontier orbital gap: 0.367 hartree
Maximum force: 0.0231 Eh/bohr
LUMO: 1.080 eV
SMILES: Cc1ccn(C)n1

```
15
Properties=species:S:1:pos:R:3:nbo_charge:R:1
C -2.3739 -0.6304 0.1537 -0.64
C -1.0084 -0.0626 -0.0124 0.14
C -0.6229 1.2892 -0.1879 -0.35
C 0.7404 1.2595 -0.3284 -0.04
N 1.0809 -0.0452 -0.2709 -0.17
C 2.3346 -0.5973 0.1283 -0.40
N 0.0381 -0.8623 -0.0779 -0.28
H -2.9590 -0.4546 -0.7527 0.22
H -2.8915 -0.1581 0.9929 0.22
H -2.3217 -1.7081 0.3322 0.23
H -1.2548 2.1572 -0.2252 0.22
H 1.4821 2.0385 -0.4743 0.22
H 3.1403 0.0891 -0.1744 0.21
H 2.4107 -1.5876 -0.3331 0.22
H 2.2050 -0.7272 1.2299 0.21
```


Below is C37H62BKN4O6P2Sb as an isolated structure, with properties calculated with ωB97M-V with the def2-TZVPD basis set.

Output
Total charge: -1
Frontier orbital gap: 0.155 hartree
Maximum force: 0.0112 Eh/bohr
LUMO: 1.303 eV

```
114
Properties=species:S:1:pos:R:3:lowdin_charge:R:1
K 0.8292 1.0453 0.0548 0.46
C -5.0342 2.5669 -1.5515 -0.10
C -3.5195 2.4057 -1.6537 -0.71
C -3.1936 1.6067 -2.9253 -0.11
C -2.8690 3.7867 -1.7976 -0.11
P -2.6499 1.5097 -0.2433 1.11
C -3.2953 -0.2281 -0.4577 -0.33
N -2.4121 -1.0750 -1.2286 -0.06
B -0.9970 -0.8343 -1.5760 -0.44
N -0.6528 -2.1382 -2.1808 -0.06
C 0.6489 -2.6056 -2.6112 -0.34
P 1.9986 -1.3520 -2.3357 1.12
C 2.1238 -0.5155 -4.0329 -0.70
C 2.6554 -1.3666 -5.1852 -0.10
C 3.0103 0.7253 -3.8679 -0.11
C 0.7207 -0.0321 -4.4230 -0.12
C 3.4574 -2.5547 -2.1491 -0.71
C 4.7730 -1.7818 -2.2782 -0.11
C 3.5041 -3.8053 -3.0312 -0.09
C 3.3518 -3.0174 -0.6855 -0.13
C -1.7166 -3.0223 -2.1487 -0.21
C -1.8203 -4.3415 -2.5496 -0.04
C -3.0338 -5.0093 -2.3451 -0.13
C -4.1065 -4.3653 -1.7476 -0.13
C -4.0048 -3.0309 -1.3356 -0.03
C -2.8114 -2.3630 -1.5438 -0.20
C -3.4989 1.9274 1.4012 -0.70
C -3.4451 3.4408 1.6258 -0.11
C -2.5909 1.2640 2.4592 -0.11
C -4.9347 1.4393 1.6180 -0.09
H -5.4166 2.9821 -2.4904 0.08
H -5.3187 3.2510 -0.7513 0.06
H -5.5387 1.6132 -1.3865 0.07
H -3.5148 2.1838 -3.7994 0.08
H -3.7054 0.6439 -2.9484 0.08
H -2.1247 1.4019 -3.0069 0.06
H -3.2754 4.2940 -2.6786 0.08
H -1.7895 3.6925 -1.9293 0.08
H -3.0492 4.4241 -0.9314 0.06
H -4.2968 -0.1986 -0.9081 0.08
H -3.4343 -0.6478 0.5462 0.06
H 0.6307 -2.9307 -3.6620 0.09
H 0.9303 -3.4955 -2.0328 0.06
H 3.7030 -1.6350 -5.0583 0.06
H 2.5757 -0.7939 -6.1157 0.08
H 2.0743 -2.2816 -5.3161 0.07
H 4.0456 0.4708 -3.6428 0.06
H 2.6425 1.3654 -3.0635 0.08
H 3.0026 1.3083 -4.7946 0.08
H 0.0397 -0.8638 -4.6112 0.08
H 0.7999 0.5602 -5.3420 0.08
H 0.2697 0.5708 -3.6350 0.04
H 4.9976 -1.5151 -3.3104 0.06
H 5.5980 -2.4009 -1.9110 0.08
H 4.7523 -0.8652 -1.6836 0.08
H 3.6282 -3.5721 -4.0854 0.06
H 2.6061 -4.4153 -2.9214 0.07
H 4.3552 -4.4265 -2.7296 0.08
H 3.4010 -2.1666 -0.0024 0.07
H 4.1803 -3.6950 -0.4535 0.08
H 2.4199 -3.5531 -0.4866 0.05
H -0.9792 -4.8519 -3.0038 0.10
H -3.1318 -6.0435 -2.6516 0.09
H -5.0346 -4.9015 -1.5915 0.08
H -4.8426 -2.5398 -0.8551 0.10
H -2.4426 3.8335 1.4391 0.08
H -3.7036 3.6677 2.6649 0.08
H -4.1503 3.9733 0.9859 0.06
H -1.5694 1.6589 2.4296 0.08
H -2.5303 0.1821 2.3265 0.04
H -2.9951 1.4501 3.4601 0.09
H -5.6422 1.9261 0.9498 0.06
H -5.2425 1.6671 2.6446 0.08
H -5.0281 0.3607 1.4852 0.07
C 1.9840 -2.3265 5.0231 -0.20
C 1.9663 -1.4313 3.7898 -0.45
Sb 0.4173 -1.8105 2.3355 1.42
C -1.2208 -2.0220 3.7279 -0.45
C -2.4782 -2.5952 3.0780 -0.19
C 0.7742 -3.9192 2.0561 -0.45
C -0.0518 -4.4809 0.8973 -0.20
H 2.8309 -2.0920 5.6737 0.06
H 2.0611 -3.3818 4.7524 0.05
H 1.0764 -2.2053 5.6164 0.05
H 2.9055 -1.5121 3.2368 0.04
H 1.8653 -0.3773 4.0550 0.04
H -1.4090 -1.0207 4.1224 0.04
H -0.8999 -2.6463 4.5634 0.04
H -2.7654 -2.0425 2.1806 0.04
H -3.3273 -2.5760 3.7662 0.07
H -2.3305 -3.6316 2.7735 0.05
H 0.5691 -4.4547 2.9858 0.04
H 1.8428 -4.0210 1.8497 0.03
H -1.1187 -4.4774 1.1215 0.05
H 0.2299 -5.5109 0.6630 0.07
H 0.0680 -3.8838 -0.0092 0.03
O 2.9781 2.5239 0.6683 -0.09
C 2.4234 2.7657 1.7595 -0.70
O 1.5611 2.1046 2.3826 -0.11
C 2.8662 4.0694 2.4509 -0.08
C 3.8640 4.8556 1.8921 0.08
C 4.2416 6.0237 2.5302 -0.12
C 3.6597 6.4472 3.7085 0.07
C 2.6698 5.6463 4.2387 -0.11
C 2.2643 4.4676 3.6356 0.08
N 2.0265 6.0760 5.5006 -0.35
O 1.1404 5.3796 5.9449 0.08
O 2.4280 7.1006 6.0153 0.07
N 5.3048 6.8653 1.9384 -0.35
O 5.8214 6.4775 0.9127 0.08
O 5.5992 7.8916 2.5191 0.07
H 4.3252 4.5443 0.9656 0.13
H 3.9639 7.3620 4.1925 0.13
H 1.4901 3.8512 4.0695 0.13
```